C33H52BrF5GeMoN2OSi4Te as an isolated structure at a distorted geometry, computed with the ωB97M-V functional and the def2-TZVPD basis.

Output
Calculated total energy   -220899.290 eV
Gap between HOMO and LUMO (alpha / beta)   8.1 / 7.6 eV
2S+1   4
Net charge   +1
Energy above the lowest of the compared OMol25 structures with the same formula, charge and spin   0.0 kcal/mol
HOMO energy (alpha / beta)   -0.3744 / -0.3939 hartree

Structure (XYZ):
```
101
Properties=species:S:1:pos:R:3:forces:R:3:lowdin_spin:R:1
Mo 1.5910 0.6225 -0.1138 0.996 -0.415 0.158 2.589
Br 4.8396 -0.6744 1.0936 -0.021 0.078 -0.020 0.008
C 5.3527 1.1543 1.1180 -0.015 0.021 0.001 -0.004
C 6.6609 1.4528 1.3619 -0.026 0.010 -0.010 0.010
C 7.0679 2.8008 1.4271 0.019 -0.026 0.008 -0.004
C 6.1612 3.8068 1.2681 -0.001 0.041 -0.002 0.007
C 4.7994 3.5175 1.0202 -0.035 -0.011 0.004 -0.001
C 3.8488 4.5665 0.8687 0.095 0.016 0.017 0.038
C 2.5311 4.3099 0.6437 -0.106 -0.053 -0.030 -0.002
C 2.1299 2.9578 0.5500 0.111 0.129 0.074 0.058
C 3.0076 1.9155 0.6476 -0.192 -0.037 -0.091 -0.030
C 4.3762 2.1651 0.9239 -0.018 -0.051 -0.015 0.005
H 7.3793 0.6589 1.5096 0.007 0.004 0.002 0.001
H 8.1086 3.0269 1.6164 -0.001 0.000 -0.004 0.000
H 6.4711 4.8423 1.3316 0.003 -0.005 -0.001 0.000
H 4.2008 5.5879 0.9427 -0.004 -0.002 0.004 0.002
H 1.8146 5.1134 0.5380 0.003 0.006 0.003 -0.001
H 1.0531 2.7477 0.3653 0.017 0.108 -0.001 0.016
N 1.4246 0.1455 2.0620 0.032 0.133 -0.046 0.013
C 0.1851 -0.2088 2.7637 -0.099 -0.002 -0.032 0.008
C -0.6393 -1.2800 2.0912 -0.279 0.077 0.135 0.002
N -1.1457 -0.9114 0.7382 0.386 -0.160 -0.244 0.019
H 2.0783 -0.6368 2.0711 0.011 -0.040 -0.011 0.005
H 1.8818 0.8950 2.5733 0.006 0.039 -0.004 0.003
H -0.4042 0.6980 2.8644 0.047 0.059 -0.012 0.001
H 0.4154 -0.5634 3.7706 -0.036 0.006 0.049 0.000
H -1.5116 -1.4605 2.7203 0.021 -0.035 0.003 0.000
H -0.0847 -2.2146 2.0080 0.003 -0.017 -0.094 0.000
H -1.7475 -1.6803 0.4392 0.079 -0.078 -0.046 0.001
H -0.3463 -0.9656 0.0882 -0.156 -0.160 0.028 0.008
C -1.5117 3.2657 2.7053 0.007 0.058 0.066 0.000
Si -2.7386 1.8688 2.4860 -0.079 0.003 -0.137 0.000
C -2.8079 0.7366 3.9830 0.001 -0.005 0.056 0.000
C -4.4654 2.5585 2.2876 0.002 0.042 0.085 0.000
Ge -2.2714 0.7598 0.3877 -0.509 0.208 0.080 0.015
Si -1.9489 2.2434 -1.5248 -0.051 -0.065 0.063 0.008
C -3.4015 3.3710 -1.1269 0.063 0.021 0.008 0.003
C -0.5015 3.3996 -1.6834 0.001 0.039 0.054 0.005
C -2.3036 1.2996 -3.0880 0.014 -0.038 -0.036 0.001
Si -4.2227 -0.5407 -0.2371 -0.012 0.030 0.020 0.004
C -4.7215 -1.5527 1.2642 0.052 0.019 0.039 0.002
C -5.6748 0.4808 -0.8222 -0.018 -0.050 0.060 0.000
C -3.6882 -1.7190 -1.6069 0.019 0.021 -0.060 0.001
H -1.6988 3.8149 3.6314 -0.008 -0.011 0.003 0.000
H -1.6179 3.9733 1.8791 0.034 -0.003 -0.010 0.000
H -0.4715 2.9317 2.7246 -0.003 0.017 -0.009 0.000
H -3.4597 1.2137 4.7201 0.005 0.005 -0.005 0.000
H -1.8459 0.5813 4.4702 0.002 -0.048 -0.002 0.000
H -3.2484 -0.2354 3.7532 -0.005 0.010 0.004 0.000
H -4.7113 3.0842 3.2154 -0.039 0.018 -0.029 0.000
H -5.2028 1.7637 2.1620 0.000 -0.013 -0.008 0.000
H -4.5731 3.2656 1.4675 0.008 0.000 -0.041 0.000
H -3.1575 4.0605 -0.3156 -0.016 -0.014 0.008 0.000
H -4.3234 2.8516 -0.8781 -0.081 -0.031 0.024 0.000
H -3.5978 3.9783 -2.0160 0.004 -0.014 0.001 0.000
H -0.3913 4.0306 -0.7992 0.009 -0.011 0.034 0.000
H -0.7763 4.0643 -2.5098 0.043 -0.018 -0.018 0.000
H 0.4478 2.9433 -1.9409 -0.001 0.019 -0.034 0.002
H -3.3291 0.9313 -3.0999 -0.084 -0.018 0.009 0.000
H -1.6270 0.4610 -3.2340 0.007 0.026 0.013 0.000
H -2.1760 1.9800 -3.9340 -0.009 -0.024 -0.006 0.000
H -5.0682 -0.9184 2.0827 0.017 -0.016 0.016 0.000
H -3.8975 -2.1706 1.6356 -0.005 0.006 0.029 0.000
H -5.5349 -2.2357 1.0078 -0.011 0.008 -0.031 0.000
H -6.0218 1.1965 -0.0764 0.011 0.026 0.004 0.000
H -6.5039 -0.2017 -1.0320 0.014 0.007 0.000 0.000
H -5.4547 1.0189 -1.7432 0.016 0.031 -0.036 0.000
H -2.6363 -1.6255 -1.8842 0.031 -0.018 -0.004 0.000
H -4.2684 -1.5225 -2.5103 0.006 0.024 -0.018 0.000
H -3.8774 -2.7529 -1.3199 -0.019 -0.014 0.004 0.000
F 3.2389 -0.4889 -2.3837 0.161 -0.047 0.090 0.011
Te 1.8681 0.2228 -3.5198 -0.480 0.120 0.084 0.005
F 0.6259 1.5650 -4.1059 0.050 0.021 0.020 0.001
F 2.1315 1.5732 -2.1129 -0.044 -0.090 -0.059 0.030
F 0.3564 -0.0382 -1.9049 0.146 -0.015 0.038 0.043
F 3.1791 1.1635 -4.4511 0.125 0.005 -0.043 0.001
O 1.7099 -1.3499 -0.0415 -0.332 0.098 -0.072 0.090
C 3.9369 -3.5933 -4.4497 -0.005 -0.001 -0.012 0.000
C 4.7502 -3.4157 -3.3400 0.010 0.005 0.002 0.000
C 4.1825 -3.2640 -2.0842 -0.001 -0.004 0.041 0.001
C 2.7975 -3.2901 -1.9115 0.001 -0.067 0.004 0.003
C 1.9956 -3.4991 -3.0359 -0.027 0.012 0.019 0.000
C 2.5572 -3.6414 -4.2975 -0.018 -0.005 -0.015 0.000
Si 2.0869 -2.9238 -0.2356 0.098 -0.043 -0.042 0.016
C 0.5495 -3.9405 0.1294 -0.053 0.079 -0.061 0.001
C 0.5621 -4.8545 1.1850 0.024 0.049 0.012 0.000
C -0.5646 -5.5982 1.5142 0.020 -0.019 0.025 0.000
C -1.7279 -5.4534 0.7761 -0.022 -0.012 -0.018 0.000
C -1.7618 -4.5629 -0.2911 0.024 0.012 0.002 0.000
C -0.6385 -3.8088 -0.6033 0.031 -0.022 0.037 0.000
H 4.3773 -3.7098 -5.4313 0.002 0.001 -0.005 0.000
H 5.8257 -3.3903 -3.4563 0.003 0.003 0.005 0.000
H 4.8289 -3.1054 -1.2263 -0.013 -0.012 -0.039 0.000
H 0.9176 -3.5674 -2.9295 0.030 0.011 -0.039 0.000
H 1.9234 -3.8095 -5.1596 -0.004 0.001 0.004 0.000
H 3.0740 -3.3374 0.7987 0.038 0.087 -0.002 0.002
H 1.4706 -4.9854 1.7628 -0.004 -0.015 0.008 0.000
H -0.5293 -6.2980 2.3393 0.001 -0.002 -0.005 0.000
H -2.6018 -6.0456 1.0155 0.000 0.008 0.003 0.000
H -2.6566 -4.4800 -0.8926 -0.014 0.002 -0.007 0.000
H -0.6844 -3.1156 -1.4400 -0.011 -0.022 0.010 0.000
```
Positions in Å, forces in eV/Å.